#w
The following is a quantum chemistry calculation of a cluster of 2 separate species, CH4FNO in total, from the Open Molecules 2025 dataset.

Output
orbital gap (alpha / beta): 11.2 / 6.6 eV

Positions of all 8 atoms, in Å:
1 C -0.116 0.038 1.213
2 N 0.940 0.566 -1.388
3 O -1.112 -0.649 0.716
4 F 0.215 -0.603 -1.683
5 H 0.912 -0.270 1.098
6 H -0.361 0.950 1.725
7 H 0.338 1.297 -1.770
8 H -0.817 -1.330 0.089



#x
The following is a quantum chemistry calculation of a cluster of 2 separate species, CH4FNO in total, from the Open Molecules 2025 dataset.

Output
orbital gap: 10.8 eV

Positions of all 8 atoms, in Å:
1 C -0.597 -0.007 -0.196
2 N 1.524 -0.511 0.090
3 O 0.556 0.222 0.603
4 F 1.556 -1.723 0.849
5 H -1.270 0.795 -0.120
6 H -0.992 -0.968 0.247
7 H -0.216 -0.275 -1.122
8 H 2.649 0.166 0.539



Preferred: #x; penalty for the next structure: 7.3 kcal/mol.



#w
The following is a quantum chemistry calculation of a cluster of 8 separate species, C32H64O24 in total, from the Open Molecules 2025 dataset.

Output
orbital gap: 10.7 eV
SMILES: CCOC(=O)OC.CCOC(=O)OC.CCOC(=O)OC.CCOC(=O)OC.CCOC(=O)OC.CCOC(=O)OC.CCOC(=O)OC.CCOC(=O)OC

Positions of all 120 atoms, in Å:
1 C -7.292 -4.120 -3.416
2 C -7.654 -3.349 -4.662
3 O -7.493 -4.136 -5.824
4 C -8.421 -5.059 -6.055
5 O -9.464 -5.211 -5.456
6 O -7.987 -5.810 -7.061
7 C -8.803 -6.811 -7.622
8 H -7.550 -3.487 -2.567
9 H -6.205 -4.166 -3.480
10 H -7.719 -5.117 -3.307
11 H -6.918 -2.547 -4.699
12 H -8.634 -2.877 -4.729
13 H -9.673 -6.259 -7.976
14 H -9.175 -7.431 -6.807
15 H -8.291 -7.310 -8.445
16 C -1.281 -8.937 1.788
17 C -2.177 -7.707 1.484
18 O -3.342 -8.301 0.851
19 C -3.561 -8.220 -0.456
20 O -2.869 -7.653 -1.290
21 O -4.748 -8.856 -0.658
22 C -5.261 -9.246 -1.940
23 H -1.008 -9.526 0.913
24 H -1.744 -9.693 2.422
25 H -0.315 -8.624 2.185
26 H -1.586 -7.106 0.794
27 H -2.495 -7.209 2.400
28 H -5.210 -10.270 -2.312
29 H -4.681 -8.798 -2.747
30 H -6.246 -8.799 -2.076
31 C 4.163 -7.105 -3.214
32 C 2.887 -8.007 -3.345
33 O 3.237 -9.397 -3.368
34 C 3.421 -10.042 -2.286
35 O 3.390 -9.667 -1.150
36 O 3.496 -11.332 -2.611
37 C 3.688 -12.287 -1.529
38 H 4.690 -7.198 -4.164
39 H 4.846 -7.415 -2.423
40 H 3.793 -6.086 -3.104
41 H 2.489 -7.816 -4.341
42 H 2.243 -7.674 -2.531
43 H 2.779 -12.400 -0.938
44 H 4.467 -12.092 -0.792
45 H 3.945 -13.232 -2.008
46 C -9.586 -3.339 11.906
47 C -8.144 -3.230 12.431
48 O -7.170 -3.618 11.420
49 C -6.963 -4.907 10.975
50 O -7.413 -5.948 11.453
51 O -6.249 -4.803 9.838
52 C -5.911 -5.898 9.053
53 H -9.786 -4.075 11.127
54 H -9.898 -2.352 11.564
55 H -10.284 -3.491 12.729
56 H -8.156 -3.952 13.248
57 H -8.037 -2.213 12.806
58 H -5.567 -5.500 8.098
59 H -6.712 -6.567 8.736
60 H -5.135 -6.450 9.584
61 C -1.181 -10.923 -7.985
62 C -2.533 -10.640 -7.223
63 O -3.704 -10.922 -8.020
64 C -4.181 -12.143 -8.119
65 O -3.725 -13.224 -7.702
66 O -5.397 -12.038 -8.777
67 C -6.274 -13.194 -8.723
68 H -0.667 -11.719 -7.447
69 H -0.646 -9.982 -8.110
70 H -1.328 -11.229 -9.021
71 H -2.568 -9.567 -7.038
72 H -2.577 -11.164 -6.268
73 H -7.034 -13.025 -9.486
74 H -6.767 -13.336 -7.761
75 H -5.730 -14.096 -9.003
76 C -0.021 -9.373 10.068
77 C 1.248 -8.789 9.395
78 O 0.991 -7.795 8.424
79 C 1.973 -7.162 7.712
80 O 3.177 -7.480 7.578
81 O 1.353 -6.090 7.112
82 C 2.062 -5.351 6.173
83 H -0.456 -8.528 10.600
84 H 0.278 -10.079 10.842
85 H -0.804 -9.837 9.468
86 H 1.682 -9.572 8.773
87 H 1.994 -8.524 10.143
88 H 1.860 -5.823 5.211
89 H 3.113 -5.222 6.429
90 H 1.743 -4.309 6.143
91 C -7.703 -13.444 10.531
92 C -6.445 -12.636 10.305
93 O -5.792 -12.835 9.076
94 C -6.284 -12.258 7.954
95 O -7.300 -11.637 7.820
96 O -5.434 -12.430 6.967
97 C -5.754 -12.151 5.611
98 H -8.197 -12.936 11.359
99 H -7.384 -14.468 10.721
100 H -8.335 -13.481 9.643
101 H -5.735 -12.843 11.106
102 H -6.653 -11.566 10.314
103 H -5.522 -11.094 5.482
104 H -6.685 -12.514 5.175
105 H -5.010 -12.664 5.001
106 C 1.525 -19.927 -3.618
107 C 0.684 -19.247 -2.468
108 O 0.432 -17.878 -2.680
109 C -0.657 -17.359 -2.091
110 O -1.287 -17.789 -1.137
111 O -0.874 -16.132 -2.633
112 C -1.925 -15.266 -2.065
113 H 1.051 -19.757 -4.585
114 H 1.633 -21.008 -3.533
115 H 2.518 -19.478 -3.602
116 H 1.295 -19.307 -1.568
117 H -0.259 -19.780 -2.343
118 H -1.707 -15.183 -1.000
119 H -2.960 -15.537 -2.274
120 H -1.712 -14.245 -2.381



#x
The following is a quantum chemistry calculation of a cluster of 8 separate species, C32H64O24 in total, from the Open Molecules 2025 dataset.

Output
orbital gap: 11.1 eV
SMILES: CCOC(=O)OC.CCOC(=O)OC.CCOC(=O)OC.CCOC(=O)OC.CCOC(=O)OC.CCOC(=O)OC.CCOC(=O)OC.CCOC(=O)OC

Positions of all 120 atoms, in Å:
1 C -2.329 -0.420 8.184
2 C -2.257 -1.882 7.709
3 O -1.625 -2.101 6.449
4 C -0.307 -1.898 6.406
5 O 0.399 -1.676 7.357
6 O 0.103 -2.126 5.167
7 C 1.460 -1.758 4.883
8 H -1.327 -0.056 8.401
9 H -2.846 -0.413 9.145
10 H -2.931 0.114 7.451
11 H -3.269 -2.247 7.567
12 H -1.701 -2.388 8.499
13 H 2.046 -2.062 5.749
14 H 1.535 -0.683 4.731
15 H 1.901 -2.267 4.031
16 C -2.877 -3.408 3.250
17 C -1.667 -4.347 3.327
18 O -2.073 -5.628 2.916
19 C -1.462 -6.341 1.976
20 O -0.535 -5.925 1.337
21 O -1.987 -7.561 2.034
22 C -1.671 -8.483 1.009
23 H -3.046 -2.966 2.270
24 H -2.656 -2.569 3.917
25 H -3.755 -3.919 3.639
26 H -1.172 -4.392 4.300
27 H -0.812 -3.960 2.760
28 H -1.773 -9.496 1.390
29 H -0.644 -8.423 0.639
30 H -2.336 -8.288 0.166
31 C -5.698 1.626 -6.624
32 C -5.088 0.877 -5.431
33 O -4.168 1.707 -4.733
34 C -3.850 1.396 -3.489
35 O -4.209 0.472 -2.803
36 O -3.036 2.351 -3.058
37 C -2.542 2.193 -1.706
38 H -6.378 0.919 -7.096
39 H -4.899 1.960 -7.286
40 H -6.279 2.512 -6.369
41 H -4.554 -0.002 -5.792
42 H -5.944 0.570 -4.829
43 H -1.845 1.367 -1.606
44 H -3.385 2.042 -1.036
45 H -2.040 3.142 -1.554
46 C -0.664 -1.098 -3.789
47 C -1.274 -1.536 -5.120
48 O -1.092 -2.942 -5.217
49 C -1.726 -3.584 -6.170
50 O -2.514 -3.073 -6.934
51 O -1.409 -4.869 -6.148
52 C -2.233 -5.779 -6.829
53 H -1.393 -1.186 -2.986
54 H -0.393 -0.041 -3.830
55 H 0.225 -1.696 -3.597
56 H -0.934 -1.021 -6.019
57 H -2.320 -1.220 -5.067
58 H -2.847 -5.267 -7.576
59 H -2.998 -6.276 -6.229
60 H -1.661 -6.521 -7.379
61 C 0.026 -1.724 0.999
62 C -0.230 -0.335 0.436
63 O 0.964 0.399 0.824
64 C 1.093 1.688 0.539
65 O 0.264 2.359 -0.043
66 O 2.249 2.125 0.960
67 C 2.594 3.484 0.748
68 H 0.168 -1.749 2.083
69 H 1.001 -2.042 0.627
70 H -0.751 -2.458 0.799
71 H -1.071 0.185 0.892
72 H -0.217 -0.258 -0.650
73 H 3.520 3.664 1.292
74 H 1.976 4.223 1.266
75 H 2.674 3.735 -0.302
76 C -0.874 -7.031 -2.591
77 C -1.276 -5.596 -2.268
78 O -2.665 -5.558 -1.932
79 C -3.141 -4.363 -1.509
80 O -2.434 -3.406 -1.321
81 O -4.428 -4.412 -1.437
82 C -5.205 -3.211 -1.387
83 H -1.387 -7.377 -3.491
84 H -1.162 -7.659 -1.747
85 H 0.198 -7.145 -2.731
86 H -1.150 -4.982 -3.157
87 H -0.628 -5.409 -1.411
88 H -4.999 -2.710 -0.445
89 H -6.250 -3.488 -1.480
90 H -4.968 -2.582 -2.243
91 C 5.097 4.335 3.675
92 C 6.430 4.474 2.974
93 O 7.299 5.332 3.712
94 C 7.358 6.642 3.499
95 O 6.826 7.215 2.588
96 O 8.075 7.156 4.485
97 C 8.419 8.526 4.381
98 H 4.546 3.576 3.119
99 H 4.568 5.282 3.786
100 H 5.267 4.014 4.704
101 H 6.321 4.812 1.941
102 H 6.954 3.520 2.943
103 H 9.015 8.877 5.216
104 H 7.518 9.111 4.201
105 H 9.071 8.697 3.517
106 C 1.099 6.261 -2.477
107 C 2.424 5.670 -2.944
108 O 3.509 6.600 -2.777
109 C 3.980 6.799 -1.540
110 O 3.531 6.252 -0.566
111 O 4.958 7.667 -1.620
112 C 5.721 7.926 -0.428
113 H 1.033 6.219 -1.393
114 H 0.342 5.552 -2.834
115 H 0.868 7.213 -2.947
116 H 2.420 5.542 -4.024
117 H 2.612 4.733 -2.424
118 H 5.746 7.139 0.319
119 H 5.162 8.774 -0.012
120 H 6.702 8.264 -0.746



Preferred: #x; penalty for the next structure: 78.4 kcal/mol.